This record from the Open Molecules 2025 dataset describes a molecular structure, C27H36NZr. The level of theory is ωB97M-V/def2-TZVPD.

The geometry in ORCA input format:
```
! wB97M-V def2-TZVPD RIJCOSX def2/J DEFGRID3
* xyz 1 1
C 2.37 0.93 -0.05
C 1.50 1.51 -1.04
C 1.33 0.55 -2.09
C 2.06 -0.63 -1.75
C 2.74 -0.39 -0.51
Zr 0.33 -0.32 0.15
C -0.61 -2.96 0.59
C -0.13 -2.17 1.65
H -0.81 -1.88 2.47
C 1.25 -1.74 1.70
H 2.02 -2.47 1.42
H 1.58 -1.15 2.57
C -2.07 -3.22 0.43
H -2.69 -2.47 0.94
H -2.35 -3.21 -0.63
H -2.34 -4.21 0.82
C 0.31 -3.76 -0.27
H 1.37 -3.49 -0.20
H 0.25 -4.83 -0.02
H 0.04 -3.68 -1.34
C 1.04 2.92 -1.09
H 0.88 3.35 -0.09
H 1.76 3.57 -1.62
H 0.08 3.01 -1.63
C 0.68 0.84 -3.40
H -0.29 1.34 -3.27
H 1.31 1.51 -4.02
H 0.50 -0.07 -3.98
C 2.33 -1.78 -2.66
H 1.44 -2.07 -3.24
H 3.12 -1.54 -3.40
H 2.67 -2.66 -2.11
C 3.87 -1.21 0.01
H 3.69 -2.28 -0.14
H 4.80 -0.97 -0.51
H 4.04 -1.05 1.08
C 2.97 1.63 1.13
H 3.36 0.91 1.87
H 3.80 2.29 0.84
H 2.23 2.25 1.65
C -1.50 -0.62 -1.28
C -2.68 0.03 -0.91
C -1.48 -1.37 -2.46
C -3.78 0.07 -1.79
H -2.75 0.51 0.07
C -2.59 -1.36 -3.32
H -0.60 -1.98 -2.72
C -3.73 -0.62 -3.00
H -4.66 0.65 -1.51
H -2.53 -1.93 -4.25
H -4.58 -0.60 -3.68
C -2.14 3.97 4.48
C -1.58 2.97 3.52
C -1.74 3.14 2.15
C -1.22 2.20 1.26
N -0.50 1.11 1.69
C -0.37 0.93 3.04
C -0.88 1.84 3.96
H -1.72 4.97 4.32
H -3.23 4.06 4.36
H -1.94 3.68 5.52
H -2.28 4.00 1.74
H -1.40 2.29 0.19
H 0.15 0.03 3.36
H -0.73 1.65 5.02
*
```

Summary:
ΔE to the lowest compared entry with this formula, charge and spin = 0.000 eV
Kohn-Sham gap = 7.0 eV

Atomic charges from the Löwdin analysis, expressed in e, are listed below:
1. C -0.3292
2. C -0.3123
3. C -0.2731
4. C -0.2707
5. C -0.3086
6. Zr 1.6734
7. C -0.3645
8. C -0.2726
9. H 0.1204
10. C -0.2281
11. H 0.0598
12. H 0.0531
13. C -0.0625
14. H 0.0858
15. H 0.0815
16. H 0.0975
17. C -0.0361
18. H 0.0607
19. H 0.1121
20. H 0.0822
21. C -0.0356
22. H 0.0686
23. H 0.1059
24. H 0.0819
25. C -0.0257
26. H 0.0866
27. H 0.1039
28. H 0.0775
29. C -0.0252
30. H 0.0682
31. H 0.1067
32. H 0.0749
33. C -0.0388
34. H 0.0743
35. H 0.1065
36. H 0.0787
37. C -0.0284
38. H 0.0791
39. H 0.1027
40. H 0.0717
41. C -0.2682
42. C -0.1587
43. C -0.1654
44. C -0.0849
45. H 0.0713
46. C -0.0769
47. H 0.0726
48. C -0.0903
49. H 0.1057
50. H 0.1085
51. H 0.1079
52. C -0.0244
53. C -0.2334
54. C 0.0098
55. C -0.1129
56. N -0.0627
57. C -0.0795
58. C 0.0114
59. H 0.1013
60. H 0.1011
61. H 0.0882
62. H 0.1367
63. H 0.1107
64. H 0.0996
65. H 0.1304